Here is a 12-piece molecular cluster, C7H31NO11 overall from the OMol25 dataset. Energies are from wB97M-V/def2-TZVPD.

Calculated values
Orbital gap = 7.6 eV
2S+1 = 1
ΔE to the lowest compared entry with this formula, charge and spin = 2.616 eV
Max |F| = 3.5 eV/A
SMILES = C/C=C/c1ccc[nH]1.O.O.O.O.O.O.O.O.O.O.O
Electronic energy = -1167.62090 Eh

Last column: Löwdin charge in e.
CARTESIAN COORDINATES (ANGSTROEM)
C  -2.04  0.29  -2.20  -0.040
C  -2.86  0.37  -1.05  -0.069
N  -2.03  0.84  0.01  0.044
C  -0.80  1.21  -0.45  -0.287
C  -0.71  0.73  -1.73  -0.082
C  1.28  2.18  2.73  -0.090
C  0.32  1.63  1.76  -0.182
C  0.26  1.78  0.44  -0.045
H  -2.13  -0.13  -3.17  0.084
H  -3.83  0.03  -0.80  0.096
H  -2.46  1.38  0.70  0.083
H  0.12  0.61  -2.44  0.079
H  1.31  1.75  3.73  0.078
H  1.44  3.27  2.71  0.089
H  2.29  1.91  2.37  0.074
H  -0.48  1.06  2.20  0.083
H  1.03  2.24  -0.16  0.109
H  2.32  0.05  0.40  0.009
H  2.27  -1.45  0.59  0.085
O  1.75  -0.61  0.80  -0.082
H  3.01  1.16  -2.94  0.054
H  1.92  0.68  -3.88  0.115
O  2.10  0.93  -2.94  -0.038
H  4.63  0.21  -0.60  0.024
H  4.04  1.60  -0.39  0.064
O  4.35  0.80  0.12  -0.070
H  -3.67  -1.43  1.02  -0.017
H  -2.95  -0.39  1.98  0.013
O  -3.76  -0.88  1.76  -0.033
H  -0.51  -2.26  2.27  0.023
H  0.50  -1.28  2.90  -0.024
O  -0.01  -2.04  3.10  -0.078
H  3.64  -2.60  -1.30  0.057
H  2.94  -1.31  -1.84  0.007
O  3.53  -1.65  -1.20  -0.028
H  0.78  -2.86  -0.30  -0.039
H  1.53  -4.27  -0.62  0.028
O  1.08  -3.51  -0.91  -0.014
H  0.10  -1.03  0.13  0.062
H  -1.33  -1.33  0.40  0.034
O  -0.46  -1.75  0.55  -0.130
H  1.26  2.27  -2.93  -0.051
H  -0.06  2.84  -3.03  0.019
O  0.86  3.16  -3.10  -0.105
H  -2.54  2.55  2.99  0.087
H  -3.21  1.00  3.21  0.059
O  -2.73  1.65  2.67  -0.065
H  -2.20  -3.69  -0.75  0.047
H  -1.62  -2.38  -0.88  0.037
O  -2.51  -2.78  -0.68  -0.077

Here is a 2-piece molecular cluster, C5H11N2O overall from the OMol25 dataset. Energies are from wB97M-V/def2-TZVPD.

Calculated values
Orbital gap = 11.0 eV
Total charge = +1
2S+1 = 1
ΔE to the lowest compared entry with this formula, charge and spin = 0.079 eV
Max |F| = 1.0 eV/A
Electronic energy = -381.66107 Eh

Last column: Löwdin charge in e.
CARTESIAN COORDINATES (ANGSTROEM)
C  -2.98  1.10  0.50  -0.074
C  -2.35  -0.27  0.75  -0.167
C  -0.94  -0.33  0.24  -0.213
C  0.28  -0.05  0.77  0.021
N  1.22  -0.26  -0.20  0.124
C  0.63  -0.71  -1.29  -0.041
N  -0.67  -0.73  -1.05  0.156
H  -2.80  1.41  -0.53  0.080
H  -4.05  1.02  0.61  0.076
H  -2.65  1.89  1.17  0.087
H  -2.93  -1.04  0.25  0.117
H  -2.31  -0.55  1.80  0.125
H  0.47  0.30  1.77  0.148
H  2.21  -0.23  0.00  0.130
H  1.11  -0.80  -2.25  0.164
H  -1.42  -1.05  -1.66  0.192
H  4.53  0.00  0.40  0.058
H  4.50  1.53  0.04  0.061
O  3.96  0.75  0.21  -0.043

Here is C23H22N4S2TeZr as an isolated structure from the OMol25 dataset. Energies are from wB97M-V/def2-TZVPD.

Calculated values
Orbital gap = 7.2 eV
Total charge = +2
2S+1 = 1
ΔE to the lowest compared entry with this formula, charge and spin = 0.015 eV
Max |F| = 0.2 eV/A
Electronic energy = -2219.70526 Eh

Last column: Löwdin charge in e.
CARTESIAN COORDINATES (ANGSTROEM)
Zr  -0.92  0.63  -2.34  1.191
C  0.07  -2.18  -1.30  -0.134
N  0.56  -0.85  -1.68  -0.138
C  1.82  -0.51  -1.71  -0.025
C  2.11  0.78  -2.17  -0.336
C  3.28  1.52  -2.25  0.022
C  2.91  2.79  -2.74  -0.035
C  1.54  2.76  -2.93  -0.126
N  1.02  1.54  -2.59  -0.153
C  -1.41  -2.15  -1.61  -0.272
C  -1.99  -2.98  -2.56  -0.020
C  -3.35  -2.89  -2.84  -0.039
C  -4.13  -1.93  -2.20  -0.049
C  -3.57  -1.09  -1.25  -0.083
C  -2.21  -1.22  -0.94  -0.187
H  0.25  -2.38  -0.24  0.142
H  0.58  -2.96  -1.89  0.137
H  2.61  -1.20  -1.40  0.160
H  4.27  1.19  -2.01  0.129
H  3.56  3.62  -2.95  0.118
H  0.90  3.55  -3.29  0.110
H  -1.38  -3.71  -3.08  0.132
H  -3.79  -3.55  -3.56  0.129
H  -5.19  -1.86  -2.43  0.127
H  -4.18  -0.37  -0.72  0.117
H  -1.81  -0.68  -0.08  0.104
Te  -1.94  0.25  -4.84  0.955
C  -2.47  2.02  -3.83  -1.180
C  -1.90  3.27  -3.97  -0.240
C  -2.62  4.29  -3.31  -0.152
C  -3.74  3.81  -2.69  -0.383
S  -3.93  2.14  -2.90  0.939
H  -1.02  3.44  -4.58  0.111
H  -2.34  5.33  -3.31  0.125
H  -4.46  4.37  -2.11  0.093
N  0.87  2.50  0.40  0.190
C  -0.42  2.38  0.69  -0.731
S  -1.67  2.29  -0.53  0.671
N  -0.82  2.38  1.95  0.072
C  0.07  2.56  3.07  -0.263
C  0.47  1.45  3.80  -0.017
C  1.33  1.63  4.88  -0.051
C  1.78  2.90  5.21  -0.048
C  1.38  4.00  4.47  -0.048
C  0.51  3.84  3.39  -0.022
H  1.16  2.63  -0.55  0.073
H  1.53  2.65  1.15  0.136
H  -1.81  2.27  2.12  0.148
H  0.11  0.46  3.54  0.119
H  1.64  0.77  5.47  0.118
H  2.45  3.03  6.05  0.120
H  1.72  4.99  4.73  0.119
H  0.17  4.69  2.82  0.126

Here is a 4-piece molecular cluster, C2H12NO3 overall from the OMol25 dataset. Energies are from wB97M-V/def2-TZVPD.

Calculated values
Orbital gap (alpha / beta) = 11.1 / 1.4 eV
Total charge = +2
2S+1 = 2
ΔE to the lowest compared entry with this formula, charge and spin = 2.690 eV
⟨S²⟩ = 0.76
Max |F| = 7.5 eV/A
Electronic energy = -363.00661 Eh

Last column: Löwdin spin population.
CARTESIAN COORDINATES (ANGSTROEM)
C  -0.92  1.02  -0.34  0.000
C  -0.65  -1.17  -1.62  0.000
N  -1.04  -0.46  -0.63  0.000
H  -0.06  1.11  0.37  0.000
H  -1.75  1.42  0.35  0.000
H  -0.98  1.58  -1.34  0.000
H  -0.08  -0.71  -2.29  0.000
H  -1.12  -2.31  -1.57  0.000
H  -1.70  -0.97  0.18  0.000
H  3.74  5.58  1.82  0.015
H  5.28  4.97  1.68  0.010
O  4.40  5.17  1.34  0.687
H  -3.74  -0.37  1.69  0.000
H  -4.05  0.65  0.48  0.000
O  -3.36  0.14  0.96  0.000
H  1.88  -5.88  0.01  0.000
H  2.29  -4.90  -0.93  0.006
O  1.86  -4.86  -0.16  0.282

Here is C16H42F2HgN3O12S2 as an isolated structure from the OMol25 dataset. Energies are from wB97M-V/def2-TZVPD.

Calculated values
Orbital gap = 4.7 eV
Total charge = +1
2S+1 = 1
Max |F| = 10.6 eV/A
Electronic energy = -2850.91698 Eh

Last column: Löwdin charge in e.
CARTESIAN COORDINATES (ANGSTROEM)
Hg  14.66  -13.19  -22.01  1.304
N  15.49  -11.24  -22.60  -0.357
S  14.84  -9.90  -22.93  0.470
O  14.85  -9.36  -24.32  -0.277
O  14.87  -8.93  -21.84  -0.257
F  13.29  -10.36  -22.88  -0.201
S  17.14  -10.70  -22.94  0.722
O  17.56  -9.37  -23.38  -0.222
O  17.92  -11.82  -23.51  -0.290
F  17.80  -10.58  -21.41  -0.194
C  15.11  -6.50  -26.76  -0.263
C  13.63  -6.04  -26.77  -0.265
O  12.72  -7.08  -26.94  -0.058
O  15.33  -7.10  -27.98  -0.048
H  15.16  -7.29  -26.01  0.109
H  15.66  -5.56  -26.66  0.128
H  13.41  -5.36  -27.60  0.113
H  13.39  -5.43  -25.90  0.113
H  13.19  -7.82  -27.32  0.076
H  15.70  -6.37  -28.47  0.097
C  11.78  -12.22  -20.91  -0.161
C  11.34  -13.22  -21.98  -0.155
O  12.30  -12.96  -23.07  -0.107
O  13.15  -12.43  -20.41  -0.138
H  11.13  -12.17  -20.04  0.136
H  11.72  -11.18  -21.24  0.124
H  10.27  -13.09  -22.11  0.132
H  11.34  -14.30  -21.78  0.127
H  12.34  -13.76  -23.60  0.093
H  13.11  -12.41  -19.45  0.105
C  14.45  -12.46  -25.56  -0.114
O  14.99  -13.36  -24.66  -0.279
C  16.18  -14.06  -25.08  -0.127
C  16.64  -15.08  -23.87  -0.151
N  16.81  -14.15  -22.78  -0.121
C  17.34  -14.97  -21.63  -0.109
C  17.57  -13.84  -20.46  -0.190
O  16.36  -13.24  -20.17  -0.315
C  16.41  -12.34  -19.07  -0.040
H  14.19  -12.80  -26.56  0.105
H  15.24  -11.73  -25.73  0.090
H  13.65  -11.82  -25.17  0.087
H  17.03  -13.40  -25.23  0.116
H  16.02  -14.67  -25.97  0.128
H  17.61  -15.51  -24.15  0.132
H  15.89  -15.81  -23.57  0.120
H  17.42  -13.48  -23.24  0.051
H  18.35  -15.34  -21.72  0.124
H  16.76  -15.80  -21.23  0.125
H  18.23  -13.09  -20.91  0.117
H  17.96  -14.26  -19.54  0.129
H  16.94  -11.44  -19.38  0.090
H  17.02  -12.87  -18.33  0.098
H  15.41  -12.10  -18.70  0.090
C  24.24  -7.26  -23.39  -0.170
O  23.23  -6.63  -24.08  -0.189
C  21.86  -6.67  -23.48  -0.170
C  21.29  -5.45  -24.08  -0.254
N  19.94  -5.36  -23.60  -0.075
C  18.93  -6.02  -24.45  -0.148
C  17.68  -6.31  -23.54  -0.279
O  16.92  -5.25  -23.29  -0.131
C  15.85  -5.49  -22.48  -0.135
H  25.18  -6.94  -23.83  0.087
H  24.28  -8.35  -23.41  0.074
H  24.33  -7.12  -22.31  0.080
H  21.84  -6.51  -22.41  0.123
H  21.38  -7.61  -23.74  0.120
H  21.39  -5.46  -25.16  0.123
H  21.88  -4.60  -23.72  0.132
H  19.69  -4.39  -23.46  0.113
H  19.27  -7.03  -24.71  0.104
H  18.90  -5.56  -25.44  0.115
H  18.05  -6.76  -22.62  0.122
H  17.15  -7.14  -24.02  0.088
H  14.84  -5.47  -22.89  0.088
H  15.96  -4.70  -21.73  0.095
H  15.70  -6.35  -21.84  0.075